Density functional theory data (wB97M-V/def2-TZVPD) for an isolated ion of composition C5H13N2 and charge +1.

Results
LUMO: -3.151 eV
2S+1: 1
Relative energy (zero: lowest compared OMol25 entry of this formula, charge and spin): 230.4 kJ/mol
Net charge: +1
Orbital gap: 10.5 eV
Structure (SMILES): C=NCC[C@H](C)[NH3+]

The geometry in XYZ format:
```
20
Properties=species:S:1:pos:R:3:forces:R:3:nbo_charge:R:1
C -2.4600 -0.4671 -0.2247 0.75 -1.04 -1.63 -0.65
C -1.0027 -0.0571 -0.1225 0.52 1.02 1.40 -0.01
C 0.1149 -0.7283 -0.9053 -0.06 1.17 -0.87 -0.44
C 1.5278 -0.7359 -0.1850 -1.52 -1.90 -0.86 -0.26
C 2.6434 0.3156 1.5928 -0.69 1.38 0.34 0.00
N 1.8939 0.4102 0.5775 -0.36 0.19 0.01 -0.48
N -0.8647 1.5254 -0.3014 0.82 -0.98 0.62 -0.70
H -3.1775 0.1617 0.3015 0.19 -0.11 0.02 0.24
H -2.4929 -1.5092 0.0994 -0.23 0.19 0.57 0.26
H -2.7094 -0.6057 -1.2878 -0.33 0.61 0.16 0.23
H -0.6661 -0.2559 0.9084 -0.42 0.71 0.00 0.22
H -0.2635 -1.7094 -1.1756 0.47 -0.49 0.36 0.25
H 0.2887 -0.2843 -1.8968 -0.48 0.29 0.14 0.22
H 1.4547 -1.6831 0.3892 0.98 0.38 -0.12 0.19
H 2.1706 -0.7683 -1.0705 0.50 -0.54 0.58 0.23
H 2.8400 1.2662 2.0727 0.30 0.16 0.12 0.18
H 3.0395 -0.5182 2.1578 -0.03 -0.86 -0.61 0.18
H -1.5893 1.9834 -0.8547 0.04 -0.29 -0.17 0.44
H 0.0746 1.6821 -0.6866 -0.22 0.15 -0.13 0.46
H -0.8220 1.9780 0.6115 -0.24 -0.02 0.08 0.44
```
Positions in Å, forces in eV/Å.